A structure of composition C37H61BBrN5O3P2S at a distorted geometry, computed with wB97M-V/def2-TZVPD.

Structure (XYZ):
```
111
Properties=species:S:1:pos:R:3:lowdin_charge:R:1
C -0.143 0.126 2.047 -0.076
O -1.045 1.056 1.458 0.013
B -0.566 2.351 1.408 -0.734
O -0.033 2.846 2.600 0.083
C -0.649 3.277 0.076 -0.521
Br 0.125 5.044 0.666 0.779
N -1.994 3.532 -0.447 -0.323
C -2.822 2.314 -0.572 -0.160
C -3.958 2.392 -1.570 -0.226
C -5.270 2.597 -1.194 -0.081
C -6.299 2.668 -2.105 -0.076
C -6.056 2.508 -3.456 -0.049
C -4.750 2.259 -3.849 -0.271
C -4.500 2.041 -5.338 -0.047
C -3.732 2.215 -2.928 -0.019
P -2.848 4.864 0.168 0.302
S -3.175 4.861 2.094 0.149
C 0.324 2.746 -1.159 -0.517
C 0.495 1.196 -1.050 -0.154
C 1.057 0.488 -2.321 -0.138
C 2.439 -0.176 -2.038 -0.370
C 2.278 -1.452 -1.168 -0.051
C 3.150 -0.503 -3.379 -0.161
C 4.706 -0.485 -3.293 -0.178
C 5.326 0.799 -3.814 -0.110
C 6.259 1.505 -3.171 -0.367
C 6.591 2.926 -3.572 -0.080
C 7.035 0.918 -1.994 -0.060
O -0.356 2.977 -2.381 -0.110
C -0.150 4.227 -3.002 -0.466
C -1.525 4.656 -3.607 -0.033
N 0.796 4.140 -4.136 0.065
P 2.060 3.521 -1.040 0.922
C 3.148 3.077 -2.478 -0.281
C 2.962 2.845 0.452 -0.255
H 0.904 0.448 1.928 0.073
H -0.214 -0.868 1.591 0.097
H -0.312 0.024 3.128 0.096
H 0.922 2.709 2.636 0.092
H -2.247 1.414 -0.796 0.122
H -3.290 2.125 0.415 0.118
H -5.469 2.729 -0.127 0.119
H -7.299 2.864 -1.721 0.109
H -6.885 2.581 -4.155 0.116
H -3.573 1.497 -5.534 0.076
H -4.475 3.041 -5.799 0.084
H -5.358 1.533 -5.792 0.075
H -2.716 2.020 -3.273 0.118
H -4.115 4.750 -0.442 -0.010
H -2.346 6.085 -0.325 -0.028
H 1.170 0.919 -0.229 0.078
H -0.459 0.704 -0.821 0.102
H 1.084 1.111 -3.217 0.087
H 0.396 -0.364 -2.550 0.122
H 3.091 0.493 -1.453 0.112
H 3.243 -1.622 -0.667 0.079
H 2.054 -2.315 -1.804 0.081
H 1.541 -1.292 -0.372 0.062
H 2.872 -1.521 -3.687 0.107
H 2.862 0.211 -4.162 0.102
H 5.070 -1.275 -3.975 0.114
H 5.076 -0.726 -2.291 0.098
H 4.981 1.210 -4.768 0.116
H 7.610 2.995 -3.983 0.078
H 5.900 3.288 -4.343 0.073
H 6.533 3.617 -2.719 0.081
H 8.014 1.397 -1.872 0.077
H 7.231 -0.139 -2.206 0.075
H 6.462 0.997 -1.059 0.077
H 0.137 5.059 -2.350 0.111
H -2.312 4.616 -2.847 0.053
H -1.430 5.664 -4.028 0.082
H -1.767 3.970 -4.429 0.076
H 0.637 3.227 -4.563 0.079
H 0.500 4.817 -4.834 0.072
H 2.642 2.632 -3.334 0.017
H 3.573 4.023 -2.834 0.034
H 4.003 2.485 -2.134 0.012
H 2.376 2.123 1.039 0.014
H 3.927 2.411 0.167 0.032
H 3.165 3.704 1.104 0.031
N 1.210 -2.569 4.722 0.008
C 1.088 -3.846 5.199 -0.172
C 1.790 -4.676 4.367 -0.096
C 2.364 -3.867 3.349 -0.103
C 1.990 -2.573 3.597 -0.147
H 0.791 -1.755 5.135 0.144
H 0.513 -4.052 6.085 0.107
H 1.883 -5.744 4.476 0.096
H 2.981 -4.198 2.530 0.090
H 2.210 -1.658 3.072 0.097
N -3.159 -3.777 4.062 0.014
C -2.078 -3.959 4.883 -0.135
C -2.536 -4.449 6.077 -0.111
C -3.948 -4.573 5.971 -0.129
C -4.301 -4.153 4.714 -0.143
H -3.119 -3.423 3.123 0.145
H -1.082 -3.725 4.548 0.073
H -1.928 -4.694 6.933 0.093
H -4.625 -4.930 6.729 0.095
H -5.262 -4.090 4.232 0.108
N -3.158 -7.862 5.181 0.014
C -3.597 -8.721 6.149 -0.145
C -2.850 -9.867 6.069 -0.119
C -1.918 -9.689 5.012 -0.119
C -2.133 -8.441 4.487 -0.144
H -3.532 -6.943 5.007 0.112
H -4.402 -8.444 6.809 0.103
H -2.958 -10.735 6.698 0.087
H -1.176 -10.394 4.677 0.086
H -1.646 -7.918 3.682 0.103
```

Calculated values
LUMO level in Eh: 0.007
HOMO-LUMO gap in Eh: 0.279

---

A structure of composition C37H63ClIN5O10P at a distorted geometry, computed with wB97M-V/def2-TZVPD.

Structure (XYZ):
```
118
Properties=species:S:1:pos:R:3:lowdin_charge:R:1
C -1.681 10.408 0.962 -0.119
C -1.602 10.253 -0.557 -0.266
C -1.424 8.796 -1.011 -0.227
C -2.233 8.470 -2.270 -0.224
C -1.817 7.179 -2.970 -0.210
C -1.898 5.919 -2.076 -0.199
C -0.611 5.081 -2.079 -0.202
C -0.546 4.111 -3.272 -0.204
C -0.975 2.679 -2.955 -0.199
C -0.123 2.017 -1.860 -0.215
C -0.238 0.478 -1.857 -0.168
C 1.091 -0.271 -1.650 -0.190
N 1.183 -1.105 -0.422 -0.148
C 1.563 -2.352 -0.520 -0.497
N 1.729 -3.183 0.563 0.108
C 1.557 -4.577 0.096 -0.374
C 2.797 -5.424 0.385 -0.129
C 3.020 -5.736 1.883 -0.158
C 3.081 -7.238 2.239 -0.151
C 4.442 -7.723 2.760 -0.128
N 4.415 -8.348 4.073 -0.123
C 3.417 -8.350 5.013 -0.105
C 3.856 -9.044 6.106 -0.097
C 5.171 -9.483 5.825 -0.096
C 5.483 -9.040 4.571 -0.110
C 0.305 -5.189 0.694 -0.184
C -0.573 -4.484 1.498 -0.009
C -1.714 -5.115 1.974 -0.120
N -2.027 -6.375 1.705 0.079
C -1.177 -7.054 0.944 -0.117
C -0.012 -6.515 0.420 -0.012
C 1.326 -4.369 -1.453 -0.143
N 1.749 -2.993 -1.746 -0.464
I 3.664 -2.740 -2.420 1.096
P 0.961 -0.500 1.293 0.644
O -0.524 0.085 1.285 -0.313
Cl 2.055 1.197 1.029 0.350
H -2.380 9.685 1.388 0.068
H -0.705 10.213 1.412 0.072
H -2.002 11.407 1.257 0.068
H -2.490 10.690 -1.023 0.102
H -0.754 10.846 -0.908 0.105
H -0.367 8.623 -1.244 0.114
H -1.686 8.124 -0.191 0.096
H -2.127 9.307 -2.966 0.112
H -3.294 8.398 -2.006 0.119
H -0.802 7.278 -3.368 0.109
H -2.468 7.032 -3.837 0.105
H -2.707 5.282 -2.446 0.107
H -2.156 6.205 -1.056 0.096
H -0.564 4.530 -1.136 0.092
H 0.258 5.744 -2.089 0.108
H -1.216 4.488 -4.051 0.113
H 0.452 4.103 -3.718 0.111
H -2.024 2.663 -2.647 0.119
H -0.843 2.070 -3.854 0.112
H 0.920 2.313 -2.007 0.114
H -0.413 2.404 -0.879 0.087
H -0.993 0.138 -1.155 0.099
H -0.613 0.172 -2.836 0.113
H 1.268 -0.920 -2.502 0.084
H 1.933 0.422 -1.606 0.091
H 2.551 -2.990 1.123 0.152
H 3.679 -4.919 -0.021 0.095
H 2.693 -6.350 -0.183 0.110
H 3.950 -5.256 2.193 0.106
H 2.226 -5.262 2.467 0.113
H 2.820 -7.826 1.357 0.106
H 2.300 -7.447 2.965 0.089
H 4.893 -8.424 2.056 0.125
H 5.125 -6.868 2.811 0.118
H 2.464 -7.876 4.853 0.102
H 3.289 -9.208 7.008 0.094
H 5.820 -10.053 6.471 0.095
H 6.398 -9.192 4.023 0.117
H -0.385 -3.451 1.762 0.093
H -2.398 -4.563 2.610 0.114
H -1.427 -8.088 0.734 0.115
H 0.627 -7.136 -0.196 0.120
H 1.865 -5.088 -2.064 0.114
H 0.257 -4.456 -1.646 0.137
H -0.668 0.887 0.762 0.040
C -7.420 4.354 -3.591 -0.030
O -6.308 3.883 -2.818 -0.001
C -6.501 2.697 -2.249 -0.628
O -7.490 2.021 -2.331 0.134
O -5.398 2.380 -1.563 -0.012
C -5.472 1.121 -0.890 -0.040
H -7.117 5.318 -3.987 0.094
H -7.637 3.666 -4.406 0.099
H -8.301 4.467 -2.963 0.099
H -5.618 0.307 -1.598 0.098
H -6.276 1.118 -0.156 0.097
H -4.521 0.996 -0.378 0.084
C 9.301 0.529 -2.816 -0.024
O 8.165 -0.350 -2.847 0.003
C 8.477 -1.640 -2.847 -0.625
O 9.579 -2.113 -2.819 0.143
O 7.335 -2.346 -2.882 -0.045
C 7.537 -3.763 -2.891 -0.049
H 8.894 1.535 -2.821 0.095
H 9.884 0.364 -1.914 0.100
H 9.925 0.374 -3.693 0.101
H 8.056 -4.088 -1.991 0.102
H 8.095 -4.075 -3.770 0.104
H 6.544 -4.205 -2.917 0.054
C -5.756 1.307 5.948 -0.037
O -6.070 2.581 5.378 0.007
C -6.457 2.535 4.106 -0.627
O -6.542 1.543 3.429 0.114
O -6.729 3.776 3.707 0.009
C -7.199 3.868 2.360 -0.035
H -5.463 1.508 6.974 0.095
H -6.626 0.654 5.930 0.099
H -4.934 0.839 5.409 0.094
H -8.133 3.323 2.239 0.101
H -6.453 3.478 1.669 0.088
H -7.363 4.923 2.168 0.096
```

Calculated values
Charge: +1
LUMO level in Eh: -0.162
HOMO-LUMO gap in Eh: 0.200